Computed, not measured: a structure of composition C33H29BrI2N3O2PYb in a non-equilibrium geometry, with ωB97M-V/def2-TZVPD.

XYZ file:
```
72
Properties=species:S:1:pos:R:3:forces:R:3
Yb -0.934 0.769 -0.330 -0.62 -0.26 -0.06
I -2.223 1.727 2.293 1.07 0.21 1.04
C -0.205 1.601 3.268 -0.32 -0.25 -0.48
I 1.255 0.446 2.131 -0.53 0.41 0.63
H -0.337 1.128 4.240 -0.13 -0.02 -0.28
H 0.174 2.615 3.372 -0.10 -0.06 -0.24
N -1.640 1.877 -2.637 -0.07 -0.01 -0.39
C -0.615 2.665 -3.344 0.42 -0.11 0.02
C -1.000 3.581 -4.313 0.02 -0.02 0.06
C -0.049 4.301 -5.020 -0.10 -0.11 0.14
C 1.300 4.111 -4.761 0.09 0.01 0.03
C 1.691 3.216 -3.786 -0.32 -0.04 -0.04
C 0.743 2.477 -3.075 -0.16 -0.15 0.06
P 1.328 1.407 -1.714 0.62 0.68 -0.54
C 1.979 2.735 -0.629 -0.06 -0.16 -0.03
C 3.301 3.161 -0.630 -0.17 -0.11 0.04
C 3.676 4.252 0.141 0.03 0.00 0.01
C 2.745 4.908 0.926 -0.06 -0.07 0.02
C 1.423 4.479 0.945 -0.19 0.02 0.04
C 1.039 3.404 0.163 -0.28 -0.33 -0.34
C 2.748 0.512 -2.381 -0.08 0.01 0.10
C 3.724 0.037 -1.501 -0.17 0.00 -0.24
C 4.830 -0.622 -2.009 0.08 -0.09 0.01
C 4.960 -0.817 -3.377 -0.10 -0.01 -0.03
C 3.975 -0.370 -4.245 0.07 -0.12 0.04
C 2.860 0.282 -3.751 0.02 0.03 0.26
H -1.827 1.062 -3.242 0.00 0.27 0.29
H -2.500 2.434 -2.715 0.27 -0.30 0.18
H -2.050 3.727 -4.524 -0.13 0.03 -0.06
H -0.370 5.003 -5.772 -0.01 0.09 -0.09
H 2.050 4.661 -5.308 0.01 0.09 -0.08
H 2.739 3.067 -3.572 0.13 0.06 -0.01
H 4.036 2.646 -1.231 0.06 0.01 -0.06
H 4.699 4.593 0.119 0.11 0.04 0.01
H 3.039 5.760 1.517 0.03 0.08 0.08
H 0.704 5.002 1.556 -0.13 0.08 0.01
H -0.039 3.108 0.102 0.68 0.43 0.19
H 3.623 0.193 -0.432 0.08 0.06 0.01
H 5.598 -0.981 -1.342 0.08 -0.03 0.08
H 5.819 -1.338 -3.770 0.12 0.00 -0.01
H 4.073 -0.527 -5.307 0.02 -0.06 -0.11
H 2.087 0.618 -4.425 -0.01 0.07 -0.09
C -4.276 0.558 -1.125 -0.29 0.30 -0.12
O -3.153 -0.208 -0.636 -0.36 -1.05 0.50
C -3.515 -1.410 0.017 0.60 0.44 0.06
C -4.757 -2.012 -0.102 0.07 -0.24 0.22
C -5.069 -3.129 0.677 -0.13 -0.16 0.06
Br -6.780 -3.923 0.496 0.53 0.21 0.08
C -4.152 -3.624 1.591 -0.47 0.04 -0.12
C -2.882 -3.056 1.683 0.16 0.26 -0.32
C -2.554 -1.971 0.864 0.61 0.48 -0.23
O -1.268 -1.373 0.920 -1.12 -1.18 0.33
C -2.000 -3.583 2.715 0.80 0.20 -1.15
N -2.484 -3.966 3.863 -0.18 -0.81 1.91
C -1.447 -4.456 4.590 -0.87 0.61 -1.29
C -1.443 -5.054 5.855 0.69 -0.70 1.16
C -0.252 -5.602 6.289 -1.50 0.25 0.48
C 0.910 -5.532 5.516 0.33 -0.17 -0.07
C 0.935 -4.907 4.272 -0.61 0.75 -1.23
C -0.256 -4.365 3.824 1.50 -0.37 0.21
N -0.622 -3.736 2.639 -0.29 0.07 -0.07
H -5.106 0.522 -0.416 0.14 -0.04 -0.02
H -4.604 0.180 -2.096 0.08 0.07 0.10
H -3.954 1.599 -1.204 0.04 -0.24 -0.06
H -5.514 -1.647 -0.774 -0.03 0.17 -0.15
H -4.403 -4.448 2.243 -0.07 -0.02 -0.02
H -0.801 -1.882 1.622 0.15 0.98 -0.52
H -2.344 -5.086 6.444 -0.11 -0.07 0.09
H -0.214 -6.098 7.246 -0.01 -0.03 0.08
H 1.813 -5.997 5.883 0.11 0.00 0.07
H 1.834 -4.880 3.677 0.11 0.00 0.00
H -0.071 -3.825 1.797 -0.15 -0.08 -0.15
```
Positions in Å, forces in eV/Å.

energy above the lowest of the compared OMol25 structures with the same formula, charge and spin: 40.0 kJ/mol
frontier orbital gap (alpha / beta): 6.9 / 3.8 eV
F_max: 2.1 eV/Å
HOMO (alpha / beta): -15.45 / -15.45 eV
⟨S²⟩: 0.77
energy: -6258.23712 a.u.
2S+1: 2
charge: +3